Below is a structure of composition C32H33CoF2N5O2S2, with properties calculated with ωB97M-V/def2-TZVPD.

Values from the calculation:
2S+1 = 2
strongest force on any atom = 1.613 eV/A
relative energy (zero: lowest compared OMol25 entry of this formula, charge and spin) = 25.96 kcal per mole
total energy = -109997.0639 eV
highest occupied orbital energy (spin up / spin down) = -6.0 / -6.0 eV

Atoms and positions in Å:
Co -0.12 0.25 -0.29
S -3.94 0.72 -1.26
S -3.61 3.56 -0.69
F 0.60 1.27 -2.84
F 1.34 -0.79 -2.51
O -1.09 -0.97 -1.32
O 0.92 -1.50 0.43
N -1.51 2.02 -0.94
N -1.39 0.06 1.25
N 1.87 -4.92 -1.33
N -0.20 -4.25 -3.42
N 1.23 1.12 0.91
C 0.94 -4.18 -4.33
C -2.14 -4.41 -1.15
C -0.58 -3.21 -2.68
C -1.07 3.32 -0.80
C 2.13 -1.56 0.15
C 4.34 -0.53 0.10
C -2.16 -2.10 0.46
C 0.27 3.73 -0.88
C -2.86 -4.40 0.02
C 3.01 -0.44 0.40
C 4.90 -1.66 -0.54
C 2.63 -5.09 -2.57
C 0.59 5.07 -0.72
C -2.05 4.30 -0.60
C -1.52 1.12 2.23
C -2.85 1.96 -0.99
C -2.15 -0.96 1.36
C 1.08 0.45 -1.84
C 2.71 -2.75 -0.47
C 4.09 -2.72 -0.84
C -1.44 -3.26 -1.59
C 1.81 -3.78 -0.63
C -3.66 -5.60 0.45
C 6.36 -1.68 -0.90
C -2.83 -3.24 0.82
C 2.44 0.75 1.02
C 0.77 2.15 1.83
C 2.31 -4.04 -3.64
C -0.18 1.52 2.85
C -0.40 6.02 -0.46
C -1.52 -2.03 -0.83
C -1.73 5.64 -0.40
H 3.70 -5.05 -2.34
H -0.12 7.05 -0.32
H -0.13 -2.25 -2.92
H -3.53 -5.79 1.52
H -0.60 -5.15 -3.23
H 1.61 2.62 2.34
H 6.98 -1.39 -0.05
H -2.51 6.36 -0.21
H 1.04 2.99 -1.09
H 3.07 -4.09 -4.42
H 6.56 -0.97 -1.71
H -3.35 -3.25 1.77
H 0.81 -3.31 -4.98
H -4.73 -5.43 0.27
H 1.01 -5.43 -1.30
H 1.62 5.38 -0.80
H -2.14 -5.31 -1.76
H 0.89 -3.65 -0.07
H 2.10 0.83 -1.62
H 0.92 -5.08 -4.95
H 6.67 -2.67 -1.23
H -0.38 2.25 3.63
H 0.23 2.92 1.27
H 2.43 -6.10 -2.94
H 0.30 0.65 3.29
H 3.12 1.34 1.64
H -2.84 -1.01 2.21
H 4.98 0.33 0.30
H -1.95 2.00 1.73
H 4.53 -3.57 -1.34
H -2.22 0.82 3.02
H 2.36 -3.05 -3.17
H -3.37 -6.49 -0.10

These are the Löwdin partial charges, in e, on atoms 1 to 5:
1 Co 0.43
2 S 0.47
3 S 0.95
4 F -0.04
5 F -0.09